i) Formula: C4H11NO3
Source: the Open Molecules 2025 dataset
Level of theory: the ωB97M-V functional and the def2-TZVPD basis

The SMILES is O=CNCCCO.O. The value obtained for the HOMO energy is -9.90 eV.

```
19
Properties=species:S:1:pos:R:3:nbo_charge:R:1
O -0.54 1.00 3.51 -0.59
C -0.67 1.17 2.32 0.53
N 0.39 1.01 1.45 -0.64
C 0.11 1.31 0.06 -0.23
C 0.12 0.02 -0.80 -0.45
C -0.47 0.17 -2.19 -0.06
O -0.81 -1.17 -2.68 -0.74
H -1.64 1.37 1.79 0.11
H 1.35 0.90 1.72 0.41
H -0.79 1.89 -0.15 0.21
H 0.90 2.01 -0.28 0.20
H -0.38 -0.74 -0.22 0.21
H 1.13 -0.24 -1.18 0.22
H -1.43 0.69 -2.23 0.16
H 0.26 0.42 -2.97 0.19
H -1.62 -1.53 -2.29 0.46
O 1.34 -3.12 1.31 -0.94
H 2.12 -2.68 1.62 0.47
H 0.63 -2.47 1.20 0.47
```

---

ii) Formula: C4H11NO3
Source: the Open Molecules 2025 dataset
Level of theory: the ωB97M-V functional and the def2-TZVPD basis

The SMILES is CN(C)CC(=O)O.O. The value obtained for the HOMO energy is -9.19 eV.

```
19
Properties=species:S:1:pos:R:3:nbo_charge:R:1
C -0.73 0.43 1.74 -0.44
N -0.16 -0.71 1.03 -0.43
C -0.21 -1.88 1.91 -0.42
C 1.17 -0.45 0.48 -0.33
C 0.94 0.24 -0.85 0.79
O 1.10 -0.34 -1.89 -0.60
O 0.54 1.52 -0.81 -0.69
H -0.28 0.60 2.73 0.17
H -1.81 0.31 1.76 0.21
H -0.51 1.32 1.18 0.22
H -1.28 -2.11 2.04 0.20
H 0.12 -2.75 1.33 0.21
H 0.22 -1.71 2.90 0.18
H 1.50 -1.44 0.19 0.23
H 1.81 0.14 1.16 0.19
H 0.33 1.72 -1.74 0.51
O -2.05 1.10 -1.82 -0.95
H -1.83 0.44 -2.49 0.48
H -1.69 0.77 -0.99 0.47
```

---

iii) Formula: C4H11NO3
Source: the Open Molecules 2025 dataset
Level of theory: the ωB97M-V functional and the def2-TZVPD basis

The SMILES is CN[C@H](C)C(=O)O.O. The value obtained for the HOMO energy is -8.51 eV.

```
19
Properties=species:S:1:pos:R:3:nbo_charge:R:1
C -0.44 1.36 -0.05 -0.45
N -0.34 0.03 0.65 -0.64
C -0.13 -1.09 -0.26 -0.16
C 1.37 -1.39 -0.54 -0.63
C -1.31 -1.13 -1.25 0.80
O -1.85 -0.19 -1.75 -0.54
O -1.73 -2.36 -1.63 -0.74
H -1.56 1.32 -0.07 0.21
H -0.13 1.43 -1.09 0.20
H -0.13 2.23 0.60 0.19
H 0.33 0.10 1.43 0.37
H -0.37 -1.94 0.50 0.21
H 2.12 -0.69 -0.16 0.23
H 1.58 -2.41 -0.27 0.22
H 1.55 -1.37 -1.62 0.21
H -2.61 -2.66 -1.41 0.51
O 1.53 2.90 2.13 -0.94
H 0.77 3.45 1.86 0.48
H 1.34 2.41 2.92 0.47
```

---

From most stable to least stable, the computed energies give ii), i), iii).

---

i) Formula: C2H9NO
Source: the Open Molecules 2025 dataset
Level of theory: the ωB97M-V functional and the def2-TZVPD basis

The SMILES is COC.N. The value obtained for the HOMO energy is -9.74 eV.

```
13
Properties=species:S:1:pos:R:3:nbo_charge:R:1
C -1.85 0.49 0.82 -0.24
O -1.20 1.61 0.35 -0.55
C -0.27 1.50 -0.69 -0.24
H -2.13 -0.18 -0.02 0.16
H -1.27 -0.17 1.48 0.15
H -2.76 0.74 1.37 0.19
H 0.72 1.40 -0.21 0.17
H -0.40 0.63 -1.33 0.16
H -0.32 2.41 -1.28 0.19
N 2.93 -2.96 -0.36 -1.08
H 2.67 -3.70 0.28 0.36
H 2.52 -3.05 -1.26 0.36
H 2.64 -2.09 0.06 0.36
```

---

ii) Formula: C2H9NO
Source: the Open Molecules 2025 dataset
Level of theory: the ωB97M-V functional and the def2-TZVPD basis

The SMILES is NCO.C. The value obtained for the HOMO energy is -9.41 eV.

```
13
Properties=species:S:1:pos:R:3:nbo_charge:R:1
N 1.14 -0.79 -1.02 -0.86
C 0.74 -1.31 0.28 0.10
O -0.67 -1.44 0.36 -0.72
H 0.37 -0.27 -1.42 0.37
H 1.93 -0.18 -0.91 0.36
H 1.22 -2.27 0.41 0.14
H 1.03 -0.72 1.15 0.14
H -0.90 -2.32 0.03 0.47
C -1.01 1.84 0.22 -0.85
H -1.25 2.82 0.63 0.21
H -1.45 1.04 0.75 0.23
H 0.07 1.82 0.38 0.20
H -1.22 1.79 -0.84 0.21
```

---

iii) Formula: C2H9NO
Source: the Open Molecules 2025 dataset
Level of theory: the ωB97M-V functional and the def2-TZVPD basis

The value obtained for the HOMO energy is -9.96 eV.

```
13
Properties=species:S:1:pos:R:3:nbo_charge:R:1
C 1.15 0.49 -1.33 -0.22
C -1.66 -0.82 0.06 -0.43
H 0.78 0.73 0.51 0.49
H 2.10 0.26 -2.35 0.17
H 0.69 -0.67 -1.17 0.14
H 0.36 0.84 -1.78 0.14
H -1.27 0.05 2.11 0.35
H -0.68 -1.29 1.79 0.34
H -1.12 -1.66 -0.45 0.20
H -2.60 -1.34 0.55 0.20
H -1.64 0.01 -0.61 0.21
N -0.75 -0.48 1.30 -0.86
O 1.46 1.05 -0.01 -0.73
```

---

iv) Formula: C2H9NO
Source: the Open Molecules 2025 dataset
Level of theory: the ωB97M-V functional and the def2-TZVPD basis

The SMILES is [H][H].C1CO1.N. The value obtained for the HOMO energy is -9.84 eV.

```
13
Properties=species:S:1:pos:R:3:nbo_charge:R:1
H 1.08 -1.93 -2.10 0.01
H 1.42 -1.51 -1.59 -0.01
C 1.21 0.29 0.94 -0.11
C 0.72 1.29 -0.04 -0.13
O 0.13 1.13 1.28 -0.50
H 1.03 -0.76 0.73 0.18
H 2.14 0.55 1.43 0.18
H 0.11 1.05 -0.88 0.20
H 1.30 2.20 -0.07 0.18
N -2.31 -0.57 -0.19 -1.09
H -3.18 -0.28 0.23 0.36
H -1.58 0.04 0.17 0.37
H -2.06 -1.52 0.10 0.36
```

---

From most stable to least stable, the computed energies give ii), i), iv), iii).

---

i) Formula: C10H8O2
Source: the Open Molecules 2025 dataset
Level of theory: the ωB97M-V functional and the def2-TZVPD basis

The SMILES is Oc1ccc2c(O)cccc2c1. The value obtained for the HOMO energy is -7.78 eV.

```
20
Properties=species:S:1:pos:R:3:nbo_charge:R:1
O -3.66 0.33 -0.03 -0.64
C -2.34 0.01 0.01 0.34
C -1.85 -1.26 0.23 -0.37
C -0.59 -1.56 -0.02 -0.15
C 0.28 -0.42 0.07 -0.13
C 1.74 -0.76 0.05 0.30
O 2.25 -2.01 -0.30 -0.67
C 2.58 0.22 0.36 -0.29
C 2.16 1.72 0.06 -0.19
C 0.91 2.05 -0.21 -0.22
C -0.14 0.95 0.01 -0.03
C -1.42 1.17 0.01 -0.26
H -4.06 -0.70 0.34 0.48
H -2.47 -2.04 -0.22 0.20
H -0.39 -2.64 -0.36 0.22
H 1.62 -2.73 0.04 0.48
H 3.69 -0.09 0.71 0.23
H 3.04 2.42 -0.15 0.22
H 0.50 3.13 -0.57 0.23
H -1.85 2.20 -0.05 0.23
```

---

ii) Formula: C10H8O2
Source: the Open Molecules 2025 dataset
Level of theory: the ωB97M-V functional and the def2-TZVPD basis

The SMILES is C#CC#CC[C@H](O)[C@H]1O[C@H]1C#C. The value obtained for the HOMO energy is -9.41 eV.

```
20
Properties=species:S:1:pos:R:3:nbo_charge:R:1
C 4.68 -1.44 0.66 -0.17
C 3.64 -1.03 0.29 -0.08
C 2.63 -0.29 -0.28 -0.10
C 1.49 0.04 -0.61 0.08
C 0.33 0.80 -0.96 -0.52
C -0.59 1.15 0.27 0.09
O -0.07 2.22 1.02 -0.69
C -0.67 -0.05 1.16 0.05
O -1.73 -0.26 2.05 -0.43
C -1.58 -1.19 1.07 -0.01
C -2.56 -1.26 -0.02 -0.02
C -3.14 -1.00 -1.04 -0.23
H 5.23 -1.93 1.42 0.23
H 0.60 1.75 -1.54 0.26
H -0.26 0.09 -1.46 0.25
H -1.53 1.50 -0.16 0.21
H 0.65 1.87 1.55 0.47
H 0.31 -0.33 1.52 0.19
H -1.09 -2.11 1.27 0.20
H -3.85 -1.10 -1.82 0.24
```

---

From most stable to least stable, the computed energies give i), ii).